1.
C3H6NS | wB97M-V/def2-TZVPD

Output
LUMO level   4.08 eV
Highest occupied orbital energy   -0.10482 hartree
Electronic energy   -15532.945 eV
Charge   -1
Orbital gap   6.937 eV

Last column: Löwdin charge in e.
Cartesian coordinates (Å):
S (0.10, -1.48, 2.37)  -0.1305
H (0.84, -1.77, 3.46)  -0.4577
C (-0.27, 0.85, -0.54)  -0.2976
C (-0.04, 2.05, -1.07)  -0.0295
C (0.08, -1.39, -0.43)  -0.2391
N (0.46, -0.28, -0.92)  -0.0538
H (-1.05, 0.72, 0.20)  0.0873
H (0.67, 2.19, -1.88)  0.0352
H (-0.61, 2.92, -0.76)  0.0272
H (0.78, -2.21, -0.31)  0.0286
H (-0.95, -1.61, -0.11)  0.0299

2.
C3H6O | wB97M-V/def2-TZVPD

Output
LUMO level   0.66 eV
Highest occupied orbital energy   -0.34500 hartree
SMILES string   C=CCO
Electronic energy   -5253.630 eV
Orbital gap   10.046 eV

Last column: Löwdin charge in e.
Cartesian coordinates (Å):
C (-1.51, -0.51, 0.07)  0.0066
C (-0.75, 0.63, -0.10)  -0.1537
C (0.76, 0.64, 0.08)  -0.3288
O (1.17, -0.71, -0.16)  -0.1760
H (-2.59, -0.54, -0.04)  0.0446
H (-1.04, -1.51, 0.18)  0.0608
H (-1.21, 1.65, -0.15)  0.1001
H (1.00, 0.99, 1.07)  0.0982
H (1.31, 1.37, -0.60)  0.1235
H (2.17, -0.87, 0.43)  0.2246

3.
C3H6O | wB97M-V/def2-TZVPD

Output
LUMO level   0.92 eV
Highest occupied orbital energy   -0.31950 hartree
Electronic energy   -5251.134 eV
Orbital gap   9.616 eV

Last column: Löwdin charge in e.
Cartesian coordinates (Å):
C (0.29, 0.81, -0.16)  -0.1720
C (1.23, -0.38, -0.05)  -0.1583
O (0.24, -1.16, -0.78)  -0.0828
C (-0.65, -0.17, -0.87)  -0.0617
H (0.61, 1.63, -0.80)  0.1063
H (-0.10, 1.23, 0.77)  0.0994
H (2.18, -0.34, -0.60)  0.1163
H (1.38, -0.80, 0.95)  0.1181
H (-2.46, -0.39, 0.38)  -0.0107
H (-2.72, -0.42, 1.16)  0.0454

4.
C3H6O | wB97M-V/def2-TZVPD

Output
LUMO level   0.54 eV
Highest occupied orbital energy   -0.32758 hartree
SMILES string   CC(C)=O
Electronic energy   -5253.727 eV
Orbital gap   9.452 eV

Last column: Löwdin charge in e.
Cartesian coordinates (Å):
C (-1.40, 0.04, 0.25)  -0.0462
C (0.14, -0.04, 0.54)  -0.3901
C (1.33, -0.31, -0.43)  -0.0215
O (0.20, 0.98, 1.19)  0.0069
H (-1.73, 1.10, 0.06)  0.0943
H (-1.47, -0.49, -0.67)  0.0451
H (-1.98, -0.35, 1.09)  0.0769
H (1.28, -1.20, -1.06)  0.0656
H (1.33, 0.59, -1.06)  0.0912
H (2.29, -0.32, 0.10)  0.0779

5.
C3H6O | wB97M-V/def2-TZVPD

Output
LUMO level   1.22 eV
Highest occupied orbital energy   -0.37953 hartree
SMILES string   C[C@H]1CO1
Electronic energy   -5254.275 eV
Orbital gap   11.544 eV

Last column: Löwdin charge in e.
Cartesian coordinates (Å):
C (0.59, -1.02, -0.37)  -0.0426
C (-0.44, 0.08, -0.34)  -0.3676
C (-0.42, 1.11, 0.69)  -0.1453
O (0.10, 1.37, -0.60)  -0.0388
H (1.08, -1.12, -1.35)  0.0832
H (0.13, -1.98, -0.12)  0.0772
H (1.37, -0.78, 0.36)  0.0809
H (-1.47, -0.11, -0.63)  0.1325
H (-1.33, 1.67, 0.90)  0.1117
H (0.25, 0.93, 1.53)  0.1089

6.
C3H6O | wB97M-V/def2-TZVPD

Output
LUMO level   0.86 eV
Highest occupied orbital energy   -0.36009 hartree
SMILES string   C=C.C=O
Electronic energy   -5252.886 eV
Orbital gap   10.660 eV

Last column: Löwdin charge in e.
Cartesian coordinates (Å):
C (-0.58, -2.48, 0.84)  -0.0960
C (-0.21, -1.68, -0.15)  -0.1179
H (-0.54, -2.12, 1.91)  0.0781
H (-1.19, -3.36, 0.60)  0.0488
H (0.46, -0.84, 0.07)  0.0295
H (-0.99, -1.59, -0.93)  0.0678
C (0.43, 1.79, -0.83)  -0.1462
O (0.43, 2.37, 0.22)  -0.0135
H (1.19, 2.18, -1.54)  0.0840
H (-0.24, 0.92, -1.01)  0.0654

7.
C3H6O | wB97M-V/def2-TZVPD

Output
LUMO level   0.88 eV
Highest occupied orbital energy   -0.32317 hartree
SMILES string   C=C(C)O
Electronic energy   -5254.714 eV
Orbital gap   9.675 eV

Last column: Löwdin charge in e.
Cartesian coordinates (Å):
C (1.31, -0.60, 0.33)  0.0298
C (0.02, -0.39, 0.13)  -0.4596
C (-0.54, 0.96, -0.25)  -0.0390
O (-0.86, -1.43, 0.07)  0.0357
H (2.04, 0.20, 0.37)  0.0564
H (1.85, -1.46, 0.73)  0.0594
H (-0.11, 1.34, -1.17)  0.0839
H (-1.61, 0.93, -0.50)  0.0731
H (-0.44, 1.62, 0.61)  0.0836
H (-1.67, -1.17, -0.33)  0.0767

8.
C3H6O | wB97M-V/def2-TZVPD

Output
LUMO level   0.88 eV
Highest occupied orbital energy   -0.33014 hartree
SMILES string   C=C(C)O
Electronic energy   -5254.571 eV
Orbital gap   9.864 eV

Last column: Löwdin charge in e.
Cartesian coordinates (Å):
C (1.17, 0.28, 0.84)  0.0429
C (0.08, -0.20, 0.25)  -0.4716
C (-0.67, 0.52, -0.85)  -0.0403
O (-0.19, -1.53, 0.40)  0.0033
H (1.62, 1.23, 0.58)  0.0586
H (1.73, -0.26, 1.59)  0.0595
H (0.00, 0.47, -1.71)  0.0899
H (-1.49, -0.11, -1.22)  0.0712
H (-1.15, 1.40, -0.44)  0.0809
H (-1.10, -1.79, 0.57)  0.1056

9.
C3H6O | wB97M-V/def2-TZVPD

Output
LUMO level   0.91 eV
Highest occupied orbital energy   -0.36093 hartree
SMILES string   CCC=O
Electronic energy   -5254.657 eV
Orbital gap   10.733 eV

Last column: Löwdin charge in e.
Cartesian coordinates (Å):
C (-0.74, -0.58, -0.72)  -0.1205
C (-0.21, -0.07, 0.66)  -0.2164
C (1.14, 0.60, 0.34)  -0.2653
O (1.41, 1.01, -0.81)  -0.0222
H (-0.70, 0.36, -1.44)  0.1108
H (-0.15, -1.36, -1.24)  0.0782
H (-1.74, -0.94, -0.56)  0.0421
H (-0.04, -0.74, 1.57)  0.1178
H (-0.82, 0.89, 0.97)  0.1448
H (1.86, 0.82, 1.22)  0.1307

10.
C3H6O | wB97M-V/def2-TZVPD

Output
LUMO level   0.91 eV
Highest occupied orbital energy   -0.36419 hartree
SMILES string   C=C.C=O
Electronic energy   -5253.386 eV
Orbital gap   10.817 eV

Last column: Löwdin charge in e.
Cartesian coordinates (Å):
C (0.32, -1.14, 1.97)  -0.0739
C (-0.34, -0.03, 1.61)  -0.0851
H (0.53, -1.98, 1.31)  0.0457
H (0.77, -1.21, 2.95)  0.0430
H (-1.15, -0.21, 0.92)  0.0417
H (-0.30, 0.81, 2.28)  0.0491
C (-0.26, 0.14, -1.67)  -0.1573
O (0.29, 1.17, -1.96)  -0.0021
H (0.22, -0.52, -0.94)  0.0556
H (-1.22, -0.17, -2.12)  0.0833